(1)
DFT (the ωB97M-V functional and the def2-TZVPD basis) results for a single C4H6BF3O2 molecule at a distorted geometry.

The geometry in XYZ format:
```
16
Properties=species:S:1:pos:R:3
F 0.35131 2.16404 1.57370
F -0.88762 1.35860 -1.68837
F -1.96960 1.68188 0.20072
H 0.03335 -1.48036 1.76795
H -0.53323 0.27640 2.12947
B 0.58631 -0.89632 -0.78073
O 0.54497 -2.19302 -0.50602
H 1.39571 -0.74976 -2.78111
C -0.78310 1.23927 -0.35018
H 1.32946 1.80979 -0.15973
H 0.74342 -2.91051 -1.07022
C -0.11479 0.03159 0.23681
C 0.49023 1.59127 0.35465
H -1.64146 -0.99233 1.43679
C -0.69370 -0.58661 1.50911
O 1.14873 -0.34392 -1.87284
```

The energy above the lowest of the compared OMol25 structures with the same formula, charge and spin is 0.00 kJ/mol. As for the SMILES: C[C@]1(B(O)O)[C@H](F)C1(F)F. As for the strongest force on any atom: 5.033 eV/Å. As for the electronic energy: -17169.890 eV.

Atom charges from the Mulliken analysis, given in e for atoms 1 to 6:
1. F -0.29
2. F -0.27
3. F -0.31
4. H 0.29
5. H 0.40
6. B 0.60

(2)
DFT (the ωB97M-V functional and the def2-TZVPD basis) results for a molecular structure, C4H6BiO at a distorted geometry.

The geometry in XYZ format:
```
12
Properties=species:S:1:pos:R:3
C -0.91433 -0.79885 0.23096
H 2.54961 -1.03257 -0.76708
C -1.52713 0.63640 -0.22629
H -2.46587 0.71307 0.34682
C 0.91241 -0.40411 0.32610
C 2.16941 -0.45710 0.08612
H -1.20034 -0.26996 -1.19321
H 2.80254 0.37571 0.42227
H -1.21883 -0.90531 1.28203
O -0.74886 1.65032 -0.24403
Bi 1.09416 2.13291 -0.04205
H -1.45275 -1.64051 -0.22165
```

The energy above the lowest of the compared OMol25 structures with the same formula, charge and spin is 474.23 kJ/mol. As for the strongest force on any atom: 5.688 eV/Å. As for the electronic energy: -12086.128 eV. As for the net charge: +3.

Atom charges from the Mulliken analysis, given in e for atoms 1 to 6:
1. C -0.60
2. H 0.37
3. C 0.18
4. H 0.48
5. C 0.11
6. C -0.55

(3)
DFT (the ωB97M-V functional and the def2-TZVPD basis) results for a molecular structure, C4H6Br2O2 at a distorted geometry.

The geometry in XYZ format:
```
14
Properties=species:S:1:pos:R:3
H -1.76760 1.21576 2.64470
Br -0.30619 -1.68906 2.23509
C 0.61434 -1.25983 -1.85300
C -0.36701 -0.21731 -0.13094
H 0.66218 -2.28530 -2.06526
H 0.02314 -0.53481 -2.35023
C -1.05590 -0.23650 1.25396
O 0.08135 -1.35076 -0.56346
H -0.18113 1.38743 2.12408
O -0.27124 0.80344 -0.74809
H 1.59375 -0.83464 -1.87187
H -1.54531 1.85367 1.10230
Br -2.88842 -0.77666 0.78134
C -1.17489 1.13244 1.77614
```

The energy above the lowest of the compared OMol25 structures with the same formula, charge and spin is 0.00 kJ/mol. As for the strongest force on any atom: 2.763 eV/Å. As for the electronic energy: -148424.544 eV.

Atom charges from the Mulliken analysis, given in e for atoms 1 to 6:
1. H 0.43
2. Br -0.04
3. C -0.78
4. C 0.47
5. H 0.24
6. H 0.37

(4)
DFT (the ωB97M-V functional and the def2-TZVPD basis) results for a molecular structure, C4H6BrCl at a distorted geometry.

The geometry in XYZ format:
```
12
Properties=species:S:1:pos:R:3
Cl 1.64443 -1.87088 0.08563
H -0.83371 -1.29583 0.85988
C -0.58827 0.70080 0.24194
Br 3.17614 0.66755 0.20290
C 0.14191 0.60194 -0.90482
H -0.42961 1.52893 0.91892
H 0.66137 1.47039 -1.27761
H -2.18546 -0.66162 -0.05640
H -0.15341 -0.12520 -1.64547
H -1.95930 -0.16425 1.63718
C -1.45382 -0.40537 0.70785
C 1.97973 -0.44646 -0.76999
```

The energy above the lowest of the compared OMol25 structures with the same formula, charge and spin is 375.73 kJ/mol. As for the strongest force on any atom: 1.441 eV/Å. As for the electronic energy: -86806.107 eV.

Atom charges from the Mulliken analysis, given in e for atoms 1 to 6:
1. Cl -0.06
2. H 0.20
3. C 0.31
4. Br -0.09
5. C -1.20
6. H 0.33

(5)
DFT (the ωB97M-V functional and the def2-TZVPD basis) results for 2 unconnected molecules or ions with the total composition C4H6BrN at a distorted geometry.

The geometry in XYZ format:
```
12
Properties=species:S:1:pos:R:3
N -0.96323 1.86803 0.37634
C 1.19630 -0.20850 -2.30890
H 0.63897 0.55632 -2.81483
H -2.21646 -0.42014 1.83862
H 2.02400 0.20288 -1.73546
C -1.25084 0.01576 2.19015
H -1.43245 0.52931 3.14374
H 1.76168 -0.73501 -3.00823
C 0.39168 -0.98591 -1.32233
H -0.33399 -0.63063 2.23759
C -1.07303 1.00846 1.12388
Br 1.25737 -1.20057 0.27943
```

The energy above the lowest of the compared OMol25 structures with the same formula, charge and spin is 323.35 kJ/mol. As for the strongest force on any atom: 3.026 eV/Å. As for the electronic energy: -75773.569 eV.

Atom charges from the Mulliken analysis, given in e for atoms 1 to 6:
1. N -0.39
2. C -0.92
3. H 0.29
4. H 0.22
5. H 0.32
6. C -0.61

(6)
DFT (the ωB97M-V functional and the def2-TZVPD basis) results for a molecular structure, C4H6BrNO3S at a distorted geometry.

The geometry in XYZ format:
```
16
Properties=species:S:1:pos:R:3
C -0.82667 -0.05610 -1.14730
H 2.93585 -1.31384 0.37941
H -1.81927 1.10399 2.44379
S -2.11552 0.56163 -0.05359
N 0.21439 -0.43183 -1.51498
C 1.84419 -1.11339 0.17195
C 1.35954 -1.15798 -1.40496
H -1.24777 2.23467 1.32700
Br 2.66801 1.29671 -0.21107
H 2.07186 -0.62466 -1.88804
O -2.66138 1.66435 -0.81189
O -2.90550 -0.56450 0.17988
O 1.00942 -1.01153 1.00634
H -0.50599 0.46318 1.63728
H 1.31658 -2.21898 -1.58588
C -1.33775 1.16826 1.47206
```

The energy above the lowest of the compared OMol25 structures with the same formula, charge and spin is 260.63 kJ/mol. As for the strongest force on any atom: 4.470 eV/Å. As for the electronic energy: -92750.452 eV.

Atom charges from the Mulliken analysis, given in e for atoms 1 to 6:
1. C 0.36
2. H 0.45
3. H 0.35
4. S 1.10
5. N 0.01
6. C -0.13

> The highest strongest force on any atom belongs to which entry?

C4H6BiO

> What is the energy above the lowest of the compared OMol25 structures with the same formula, charge and spin in the fourth record?

375.73 kJ/mol